Record 1
Molecular formula: C10H20ClIIrN2OP
Method: DFT, ωB97M-V/def2-TZVPD

Summary:
* energy above the lowest of the compared OMol25 structures with the same formula, charge and spin: 0.00 kcal/mol
* frontier orbital gap (spin up / spin down): 7.6 / 3.5 eV
* E_HOMO (spin up / spin down): -14.6 / -14.6 eV

Geometry as ORCA input:
```
! RIJCOSX wB97M-V def2-TZVPD def2/J DEFGRID3
* xyz 2 5
C -2.37 -2.05 2.42
I -1.17 -2.22 4.00
H -2.03 -1.29 1.70
H -3.42 -2.03 2.71
H -2.32 -2.99 1.91
Ir -0.21 0.96 -1.10
P 0.59 -0.76 -2.04
C 0.59 -2.42 -1.31
C -0.72 -0.96 -3.24
H 2.43 0.32 -3.13
H 2.45 -1.52 -3.22
H 2.95 -0.67 -1.68
C 2.31 -0.64 -2.59
H -0.89 0.02 -3.70
H -0.33 -1.71 -3.92
H 0.74 -3.07 -2.17
H -0.36 -2.66 -0.82
H -1.61 -1.31 -2.70
H 1.42 -2.54 -0.61
C -0.06 -0.65 0.66
O 0.88 -0.68 1.35
Cl 0.43 2.20 -2.93
C -2.01 1.64 3.82
C -1.20 2.05 2.65
C -0.24 3.05 2.47
C 0.31 2.88 1.20
N -0.48 1.97 0.53
N -1.35 1.46 1.46
C 1.59 3.32 0.64
H -1.41 1.67 4.74
H -2.83 2.36 3.97
H -2.46 0.64 3.74
H 0.04 3.78 3.20
H -1.86 0.59 1.32
H 1.52 3.38 -0.45
H 1.86 4.28 1.08
H 2.42 2.65 0.88
*
```

---

Record 2
Molecular formula: C3H3O2Tm
Method: DFT, ωB97M-V/def2-TZVPD

Summary:
* energy above the lowest of the compared OMol25 structures with the same formula, charge and spin: 0.00 kcal/mol
* frontier orbital gap (spin up / spin down): 5.8 / 7.9 eV
* E_HOMO (spin up / spin down): -11.1 / -13.3 eV

Geometry as ORCA input:
```
! RIJCOSX wB97M-V def2-TZVPD def2/J DEFGRID3
* xyz 1 4
O -0.30 0.93 -1.44
O 1.60 0.57 -0.33
C 0.76 1.26 -2.24
C 1.89 1.02 -1.59
C 0.21 0.48 -0.21
H 0.55 1.69 -3.22
H -1.85 -1.58 3.06
Tm -1.09 -0.47 1.70
H 2.94 1.15 -1.86
*
```